(1)
Molecular formula: C4H6O2
Method: DFT, the ωB97M-V functional and the def2-TZVPD basis

```
12
Properties=species:S:1:pos:R:3:forces:R:3:mulliken_charge:R:1
O 0.640984 0.872784 0.633100 0.015 -0.124 0.210 -0.425
C 1.934932 0.015182 -0.136662 0.264 0.068 0.042 -0.016
C 1.016127 -0.929720 -0.715326 -0.229 0.281 0.226 -0.612
C -0.020170 -0.379655 -0.115070 -0.127 -0.188 -0.197 0.414
C -1.495180 -0.444909 0.029142 0.118 -0.309 0.217 -0.437
O -2.172924 0.691699 -0.465429 0.037 0.080 -0.285 -0.519
H 0.604075 0.742109 1.598985 0.083 0.069 -0.229 0.345
H 2.580690 -0.288676 0.690952 -0.113 0.027 -0.108 0.214
H 2.382496 0.795560 -0.755347 -0.095 -0.119 0.086 0.208
H -1.805774 -1.373051 -0.472012 0.059 0.139 0.031 0.230
H -1.797626 -0.529219 1.079288 0.084 0.016 -0.094 0.257
H -1.867632 0.827894 -1.371626 -0.095 0.060 0.102 0.341
```
Positions in Å, forces in eV/Å.

The value obtained for the HOMO-LUMO gap is 9.1 eV. The lowest unoccupied orbital energy is 0.0154 hartree.

(2)
Molecular formula: C3H6N4O
Method: DFT, the ωB97M-V functional and the def2-TZVPD basis

```
14
Properties=species:S:1:pos:R:3:forces:R:3:mulliken_charge:R:1
C 2.067834 0.362239 -0.277466 -0.040 0.234 0.845 -0.911
N 0.878859 -0.322006 0.198065 2.788 0.923 0.679 -0.198
C -1.135231 -0.770227 -0.102892 -3.530 2.047 2.026 0.511
C -0.278982 0.341114 0.522559 0.758 -1.937 -2.413 0.454
N -2.178171 0.042803 -0.860140 -0.800 -1.188 -1.177 0.045
N -1.006858 -2.016505 0.066861 -0.141 1.217 0.855 -0.638
N -0.486303 1.560788 0.702821 0.696 0.376 0.799 -0.751
O -2.629654 1.125834 -0.553131 0.153 -1.486 0.261 -0.333
H 0.982302 -1.271325 0.544911 -0.329 0.366 -0.366 0.305
H -1.849522 -2.537787 0.269644 -0.383 -0.263 -1.239 0.272
H -1.460058 1.877605 0.665290 0.590 -0.407 0.016 0.331
H 2.871916 -0.362175 -0.383491 -0.017 0.040 -0.121 0.334
H 2.371901 1.126964 0.439220 0.192 0.087 -0.139 0.307
H 1.851968 0.842676 -1.232250 0.064 -0.007 -0.027 0.272
```
Positions in Å, forces in eV/Å.

The value obtained for the HOMO-LUMO gap (spin up / spin down) is 7.4 / 7.2 eV. The lowest unoccupied orbital energy (spin up / spin down) is -0.0468 / -0.0445 hartree. The SMILES is [H]/N=C(N=O)/C(=N\[H])NC.

(3)
Molecular formula: C26H42Cl3IrN4O4Si
Method: DFT, the ωB97M-V functional and the def2-TZVPD basis

```
81
Properties=species:S:1:pos:R:3:forces:R:3:mulliken_charge:R:1
C -1.906774 -2.656858 -5.311175 0.018 -0.282 -0.306 -1.679
C -1.047111 -2.939198 -4.110232 -0.794 -1.123 0.166 0.538
H -1.406901 -2.993046 -6.235968 -0.330 -0.006 0.321 0.410
H -2.156522 -1.605233 -5.457650 0.087 -0.079 0.292 0.364
H -2.859107 -3.208711 -5.177441 0.395 0.193 -0.250 0.344
C -0.357480 -4.102318 -3.984177 -0.534 0.620 0.119 0.366
C -0.377923 -5.213224 -4.964920 0.690 -0.297 -0.155 -1.621
H 0.152347 -4.325305 -3.058624 -0.040 0.182 0.001 0.353
H 0.224072 -4.920341 -5.830411 -0.172 -0.213 -0.249 0.353
H -1.375495 -5.532477 -5.295990 0.225 0.233 0.081 0.334
H 0.135244 -6.055915 -4.488637 -0.234 -0.067 -0.348 0.384
Ir -0.751636 1.219951 1.110984 0.812 0.757 -0.904 1.739
Cl -2.840977 1.768882 1.995150 -1.780 1.401 1.156 -0.627
Cl 0.189159 1.341201 -1.885386 -0.063 0.240 -0.839 0.113
H 1.769010 5.455960 3.524137 -0.145 -0.091 -0.284 0.303
H -0.950251 6.502087 3.283112 0.259 -0.145 -0.236 0.332
C 1.610460 5.239507 2.455407 0.154 0.003 -0.413 -0.858
C -0.681406 6.221284 2.250480 -0.567 -0.173 0.371 -0.955
N 0.187996 5.043312 2.174534 0.417 0.699 0.575 0.237
H 2.153263 4.330885 2.177473 -0.111 0.270 0.073 0.231
C -0.333325 3.824975 2.133665 0.666 -1.304 -0.732 0.027
O 0.336380 2.802555 1.765433 -0.098 3.093 1.500 -0.853
H -1.612694 5.997592 1.717249 0.236 0.113 0.109 0.360
H -1.389756 3.710931 2.442758 0.226 0.068 -0.596 0.444
H 1.986407 6.089684 1.873386 -0.046 -0.256 0.082 0.311
H -0.211424 7.091880 1.775572 0.043 -0.431 0.033 0.309
H 1.717831 0.069421 -3.120152 0.689 -0.024 0.079 -0.062
H 2.950703 -2.874166 -2.773019 0.083 0.160 0.343 0.279
C 2.722506 -0.024566 -2.683297 -0.715 -0.304 -0.440 -1.029
C 3.496869 -2.240475 -2.051007 0.064 0.347 0.068 -0.934
N 2.698833 -1.072667 -1.664015 0.772 0.177 0.880 0.449
H 3.046482 0.945297 -2.278534 -0.117 -0.360 -0.093 0.358
C 2.287486 -0.882491 -0.361025 -0.817 1.020 0.005 -0.394
O 1.510984 -0.010376 0.068367 2.300 -1.499 -0.826 -0.282
H 3.777496 -2.834088 -1.172059 -0.080 0.096 -0.245 0.298
H 2.736932 -1.606546 0.352303 -0.210 -0.052 -0.402 0.298
H 3.391306 -0.386049 -3.477569 -0.055 0.428 0.287 0.350
H 4.393926 -1.870990 -2.581509 -0.176 -0.395 0.465 0.436
O -0.317141 -1.248486 -3.439697 0.529 -0.796 1.257 -0.463
C -1.256089 -2.069826 -2.870989 -0.063 -0.827 0.158 0.777
C 0.320912 -3.009349 -1.124775 0.212 -0.154 -0.013 0.728
C -0.987167 -2.803545 -1.537926 -0.264 -0.444 0.057 -0.297
H 1.122238 -2.814080 -1.841271 -0.400 0.400 0.547 0.144
C 0.607703 -3.589723 0.111501 -0.401 -0.444 -0.046 -1.110
H -2.282325 -1.670460 -2.869521 0.154 0.122 0.006 0.304
C -2.009967 -3.406885 -0.762972 -0.073 0.484 -0.120 -0.627
H 1.635872 -3.736326 0.422209 0.033 0.005 -0.049 0.335
C -0.420653 -4.065789 0.925634 -0.025 0.331 -0.198 -0.549
C -1.743267 -3.969729 0.486989 0.385 -0.224 -0.263 -0.582
H -3.051348 -3.432725 -1.101641 0.352 0.400 -0.002 0.335
H -0.206884 -4.546487 1.878640 0.025 0.201 -0.126 0.434
H -2.530797 -4.352948 1.143687 0.172 0.202 -0.494 0.314
Si -0.046201 2.014538 -3.852573 0.213 2.721 1.228 0.351
Cl -1.773179 -0.452952 0.246265 -1.200 -2.522 -1.984 -0.355
C 1.474067 2.708021 -4.834092 -0.125 -0.827 -0.303 -1.243
C -0.750131 3.724051 -3.299136 -0.583 -0.076 -0.230 -1.227
C -1.250728 0.895535 -4.663742 -0.270 0.068 -0.634 -0.618
H 2.419866 2.777602 -4.277603 -0.348 -0.146 0.000 0.314
H 1.218688 3.728928 -5.160383 -0.087 -0.359 0.230 0.387
H 1.661364 2.133564 -5.753558 0.124 0.035 0.241 0.372
H -0.810285 -0.071114 -4.950245 -0.329 0.780 -0.014 -0.011
H -1.680172 1.414326 -5.528464 -0.040 -0.085 0.013 0.495
H -2.044788 0.727165 -3.914193 0.281 -0.044 -0.354 0.240
H -1.240450 3.633403 -2.322324 -0.001 -0.051 -0.240 0.285
H -1.486711 4.149984 -3.990488 0.019 -0.042 -0.062 0.378
H 0.028069 4.493151 -3.188829 0.055 -0.392 -0.065 0.286
N -2.288449 -3.165127 5.640791 -0.250 0.200 -0.015 -0.433
C -2.152263 -2.807149 4.322666 -0.643 -0.588 -0.501 0.157
O -2.885291 -3.312374 3.477039 0.715 0.908 0.695 -0.595
C -1.028813 -1.864731 3.972744 0.155 -0.234 -0.224 0.124
C 0.289909 -2.229820 4.243467 -0.395 0.100 -0.136 -0.150
C 1.341569 -1.452972 3.763133 0.073 0.693 0.086 -1.142
C 1.059457 -0.327835 2.979423 -1.104 -0.599 0.408 -0.322
N -0.228949 -0.051474 2.671340 0.407 -0.143 2.033 -0.352
C -1.267103 -0.714990 3.228204 0.994 -0.454 -0.346 -0.041
H -3.230923 -3.454635 5.867835 0.273 -0.281 0.076 0.285
H -1.786359 -2.684216 6.365370 0.008 0.247 -0.058 0.223
H 0.422172 -3.126643 4.839838 0.415 0.047 -0.101 0.459
H 2.365737 -1.648163 4.053412 -0.012 -0.164 -0.081 0.443
H 1.798384 0.406492 2.621990 -0.341 -0.736 0.030 0.546
H -2.260787 -0.305370 3.038732 0.310 -0.308 -0.096 0.373
```
Positions in Å, forces in eV/Å.

As for the multiplicity: 5. The value obtained for the HOMO-LUMO gap (spin up / spin down) is 5.6 / 6.2 eV. The lowest unoccupied orbital energy (spin up / spin down) is 0.0140 / -0.0216 hartree.

Summary of calculated total energy in eV
-8334.945; -11210.423; -90074.203
(order as listed above)
Summary of ΔE to the lowest compared entry with this formula, charge and spin in kcal/mol
127.2; 146.5; 85.2
(order as listed above)